1.
Entry from the OMol25 dataset: a structure of composition C32H47AuBN7O5 (ωB97M-V/def2-TZVPD).

Geometry (Å):
Au1 -0.299 0.134 0.602
O1 0.072 0.693 3.176
O2 1.491 5.292 -2.017
O3 0.607 6.499 -3.737
O4 -0.473 1.642 -0.649
O5 -2.733 1.076 -0.770
N1 7.657 -0.830 -3.889
N2 0.581 5.589 -2.836
N3 -0.423 -1.598 3.080
N4 -2.048 0.027 4.242
N5 -2.880 -0.114 3.136
N6 -0.031 -1.585 1.672
N7 7.037 -0.163 -4.809
C1 -0.601 3.711 -1.923
C2 0.598 -3.390 -0.033
C3 7.217 -1.956 -1.715
C4 -6.173 -1.223 3.512
C5 -4.106 0.558 4.933
C6 -0.050 -2.903 1.232
C7 -5.249 -0.201 2.757
C8 -0.651 -3.669 2.180
C9 0.413 2.033 3.491
C10 6.725 -1.281 -2.929
C11 1.082 -4.860 0.103
C12 -1.689 5.203 -3.607
C13 3.504 0.220 -5.087
C14 -2.728 0.542 5.327
C15 4.859 0.936 -5.159
C16 -1.838 3.065 -1.814
C17 -0.612 4.774 -2.790
C18 -1.565 -3.251 4.551
C19 5.545 -0.619 -3.185
C20 -4.097 0.115 3.590
C21 -4.739 -0.793 1.396
C22 -0.548 -3.359 -1.109
C23 5.741 0.076 -4.391
C24 1.698 -2.517 -0.574
C25 -0.825 -2.899 3.317
C26 -2.142 0.778 6.626
C27 -2.950 3.378 -2.608
C28 -6.134 1.012 2.478
C29 -2.837 4.424 -3.473
C30 5.245 1.131 -6.673
C31 -1.762 1.838 -0.907
C32 4.626 2.322 -4.489
B1 -0.531 -0.292 3.942
H1 -0.907 -3.490 5.452
H2 -5.801 -2.254 3.447
H3 -2.705 0.209 7.375
H4 -1.044 0.497 6.618
H5 1.486 2.193 3.347
H6 -4.223 0.010 0.834
H7 -6.313 -0.917 4.540
H8 8.305 -2.098 -1.933
H9 -6.317 1.568 3.430
H10 -7.090 0.627 2.113
H11 2.456 -2.257 0.198
H12 -3.746 4.586 -4.054
H13 3.717 2.750 -5.069
H14 2.763 0.774 -5.601
H15 -2.233 1.883 6.814
H16 1.988 -4.940 0.754
H17 0.299 -5.471 0.553
H18 -0.147 2.769 2.864
H19 -2.248 -2.409 4.809
H20 4.678 2.016 -7.028
H21 4.223 2.169 -3.430
H22 -1.189 -2.452 -1.045
H23 0.275 3.420 -1.282
H24 -4.084 -1.681 1.589
H25 4.608 -0.624 -2.625
H26 1.266 -1.536 -0.888
H27 7.110 -1.264 -0.881
H28 -4.986 0.984 5.450
H29 3.148 -0.072 -4.087
H30 6.254 1.373 -6.791
H31 5.544 2.910 -4.471
H32 1.321 -5.274 -0.885
H33 -1.128 -4.301 -1.092
H34 -0.094 -0.663 5.087
H35 -5.616 -1.274 0.925
H36 -1.486 5.991 -4.321
H37 -5.661 1.659 1.734
H38 2.125 -3.030 -1.457
H39 0.132 2.289 4.548
H40 -0.728 -4.737 2.033
H41 -0.076 -3.339 -2.123
H42 -7.126 -1.390 2.985
H43 6.777 -2.948 -1.555
H44 3.648 -0.750 -5.668
H45 -2.201 -4.119 4.449
H46 4.894 0.283 -7.304
H47 -3.854 2.767 -2.521

Its total energy is -2167.3374 a.u. As for the spin multiplicity: 3. The highest occupied orbital energy (spin up / spin down) is -8.163 / -8.157 eV. The LUMO energy (spin up / spin down) is -1.00 / -4.05 eV. The expectation value of S² is 2.0169. The value obtained for the HOMO-LUMO gap (spin up / spin down) is 7.16 / 4.10 eV. Its net charge is 0. The molar mass is 817.55 u.

---

2.
Entry from the OMol25 dataset: a structure of composition C32H48AsN3O4OsPS (ωB97M-V/def2-TZVPD).

Geometry (Å):
Os1 -0.327 1.040 0.084
As1 0.858 1.661 -2.083
S1 -2.161 1.048 -1.180
P1 -0.952 -1.411 1.193
O1 -0.235 -1.588 2.585
O2 -1.896 -0.221 1.329
O3 -1.462 -2.804 0.828
O4 0.115 -0.914 0.166
N1 -0.826 3.050 0.770
N2 1.515 1.285 1.278
N3 -1.445 0.680 4.420
C1 2.314 -0.764 -1.680
C2 4.510 3.525 -4.318
C3 1.213 -0.232 -2.345
C4 2.673 3.763 -2.791
C5 0.715 -2.398 -3.252
C6 0.418 -1.042 -3.139
C7 -1.898 1.635 -2.762
C8 -3.041 1.782 -3.574
C9 0.259 -2.847 3.261
C10 1.068 -3.687 2.292
C11 1.798 -2.933 -2.572
C12 -0.490 2.448 -4.531
C13 4.244 2.169 -4.444
C14 1.595 2.067 2.547
C15 -0.657 1.500 3.429
C16 2.608 -2.112 -1.796
C17 -3.781 -3.524 0.848
C18 -0.401 3.594 2.113
C19 2.410 2.400 -2.931
C20 -0.941 -3.586 3.816
C21 3.196 1.586 -3.742
C22 3.726 4.325 -3.496
C23 -1.130 2.933 3.291
C24 -2.050 -4.615 -0.610
C25 1.113 3.493 2.276
C26 -2.873 -2.315 -1.153
C27 -1.626 2.588 -5.340
C28 -0.626 1.958 -3.252
C29 -2.584 -3.316 -0.053
C30 1.148 -2.336 4.377
C31 0.832 1.421 3.697
C32 -2.892 2.256 -4.864
H1 2.062 4.388 -2.150
H2 -4.617 -3.900 0.258
H3 1.146 0.386 3.836
H4 -0.881 3.518 4.182
H5 3.938 5.382 -3.401
H6 -2.439 0.683 4.173
H7 -0.680 4.648 2.120
H8 2.024 -3.988 -2.658
H9 1.614 3.900 1.393
H10 2.643 2.115 2.845
H11 -1.135 -0.297 4.325
H12 1.503 -3.179 4.970
H13 -3.334 -1.412 -0.747
H14 -0.612 -4.511 4.291
H15 -1.840 3.129 0.710
H16 -0.416 -0.631 -3.696
H17 2.972 -0.121 -1.101
H18 -1.344 0.991 5.390
H19 0.487 2.716 -4.916
H20 -1.955 -2.060 -1.691
H21 5.339 3.962 -4.859
H22 0.453 -4.105 1.495
H23 -4.020 1.536 -3.181
H24 1.801 0.318 1.448
H25 -1.785 -5.302 0.194
H26 -0.870 0.996 2.497
H27 -1.461 -2.991 4.571
H28 2.998 0.532 -3.847
H29 2.025 -1.819 3.981
H30 -1.168 -4.439 -1.227
H31 -3.761 2.380 -5.496
H32 -1.514 2.963 -6.349
H33 -1.643 -3.845 3.026
H34 -3.560 -4.252 1.628
H35 1.411 4.122 3.116
H36 2.213 1.673 0.648
H37 1.515 -4.515 2.843
H38 -4.086 -2.584 1.313
H39 4.852 1.555 -5.095
H40 -2.818 -5.087 -1.222
H41 1.874 -3.099 1.848
H42 3.474 -2.523 -1.293
H43 -2.215 2.989 3.156
H44 0.607 -1.670 5.057
H45 1.094 1.979 4.602
H46 0.111 -3.028 -3.892
H47 -0.464 3.696 0.072
H48 -3.573 -2.762 -1.859

Its total energy is -4778.6635 a.u. The highest occupied orbital energy (spin up / spin down) is -16.220 / -16.223 eV. The LUMO energy (spin up / spin down) is -10.45 / -10.46 eV. As for the energy above the lowest of the compared OMol25 structures with the same formula, charge and spin: 19.63 kcal/mol. The value obtained for the HOMO-LUMO gap (spin up / spin down) is 5.77 / 5.76 eV. Its net charge is +3. The molar mass is 866.95 u.

---

3.
Entry from the OMol25 dataset: a structure of composition C32H48BNO6PRuS2Te (ωB97M-V/def2-TZVPD).

Geometry (Å):
Te1 0.260 -3.168 1.787
Ru1 -0.575 -0.855 -1.237
S1 -2.110 0.719 -2.697
S2 0.447 -1.128 -3.493
P1 0.078 1.758 0.966
O1 -3.851 -1.785 -1.285
O2 6.495 0.075 -1.767
O3 4.468 1.072 -1.286
O4 2.177 -4.517 -1.513
O5 -2.729 -2.644 0.508
O6 0.909 -2.768 -0.934
N1 0.115 0.553 0.012
C1 -1.878 0.072 -4.302
C2 4.289 -0.297 -1.419
C3 2.368 -3.479 1.946
C4 -6.074 -2.647 -0.657
C5 -2.931 0.399 -5.335
C6 0.383 4.679 0.770
C7 0.631 3.343 0.063
C8 1.223 1.462 2.462
C9 -2.311 0.756 2.005
C10 0.483 0.558 3.458
C11 3.125 -1.010 -1.287
C12 -6.056 -3.910 1.417
C13 5.834 1.318 -1.546
C14 1.996 -3.311 -1.313
C15 2.128 3.225 -0.256
C16 -0.626 -1.190 -6.040
C17 2.424 0.632 1.980
C18 -4.718 -2.460 -0.494
C19 -4.680 -3.716 1.573
C20 1.712 2.696 3.227
C21 5.616 -2.243 -1.885
C22 5.501 -0.887 -1.706
C23 -1.659 2.103 1.649
C24 -4.035 -2.983 0.600
C25 3.214 -2.395 -1.469
C26 -0.083 3.359 -1.298
C27 -6.738 -3.388 0.326
C28 -1.762 3.040 2.857
C29 4.440 -2.985 -1.762
C30 -2.489 2.700 0.503
C31 0.028 -3.207 3.942
C32 -0.806 -0.677 -4.631
B1 -2.559 -1.865 -0.693
H1 -1.102 3.737 -1.236
H2 -3.695 1.044 -4.903
H3 2.947 0.234 2.857
H4 2.389 4.015 -0.967
H5 -2.395 2.120 -0.416
H6 -1.326 4.023 2.673
H7 -6.599 -4.481 2.162
H8 0.812 5.480 0.155
H9 -2.504 0.910 -6.206
H10 0.048 -0.306 2.953
H11 -0.131 2.364 -1.741
H12 2.191 -0.521 -1.043
H13 -2.824 3.190 3.084
H14 -7.805 -3.556 0.234
H15 -4.134 -4.120 2.415
H16 0.895 3.336 3.564
H17 -1.299 2.623 3.752
H18 -2.220 3.735 0.288
H19 4.445 -4.058 -1.896
H20 2.402 3.306 2.645
H21 5.929 1.942 -2.442
H22 2.680 -4.140 1.140
H23 -1.390 -1.935 -6.295
H24 2.359 2.270 -0.725
H25 -1.983 0.367 2.968
H26 6.287 1.815 -0.681
H27 0.216 -4.205 4.339
H28 6.568 -2.706 -2.109
H29 -3.543 2.687 0.796
H30 -3.426 -0.507 -5.705
H31 -0.294 1.086 4.011
H32 0.472 4.013 -1.980
H33 -2.094 0.004 1.246
H34 2.253 2.358 4.119
H35 -3.396 0.892 2.053
H36 -0.998 -2.919 4.176
H37 0.851 4.738 1.753
H38 2.564 -3.953 2.908
H39 -0.680 4.896 0.881
H40 2.909 -2.537 1.875
H41 2.765 3.350 0.618
H42 2.076 -0.207 1.376
H43 -6.592 -2.233 -1.512
H44 3.140 1.203 1.394
H45 0.702 -2.489 4.410
H46 -0.702 -0.386 -6.781
H47 1.209 0.188 4.191
H48 0.347 -1.666 -6.149

Its total energy is -3279.8746 a.u. As for the spin multiplicity: 6. The highest occupied orbital energy (spin up / spin down) is -0.226 / -0.837 eV. The LUMO energy (spin up / spin down) is 3.99 / 3.99 eV. As for the energy above the lowest of the compared OMol25 structures with the same formula, charge and spin: 4.62 kcal/mol. The expectation value of S² is 8.7678. The value obtained for the HOMO-LUMO gap (spin up / spin down) is 4.22 / 4.83 eV. Its net charge is -2. The molar mass is 877.33 u.

---

4.
Entry from the OMol25 dataset: a structure of composition C32H48CaO16 (ωB97M-V/def2-TZVPD).

Geometry (Å):
Ca1 -0.222 0.465 -0.602
O1 -3.097 1.547 -7.391
O2 -3.899 2.164 6.062
O3 -5.008 -2.369 -1.398
O4 -1.759 0.780 -5.794
O5 2.657 -4.341 3.653
O6 -0.136 5.991 0.161
O7 6.547 2.476 -3.530
O8 1.061 -5.995 -4.255
O9 -3.302 2.088 3.959
O10 0.676 -3.715 2.929
O11 1.559 -4.218 -2.856
O12 4.456 1.866 -3.297
O13 -1.413 7.682 1.020
O14 4.932 3.312 4.230
O15 -6.780 -2.961 -2.529
O16 3.446 1.864 3.451
C1 0.108 9.391 1.443
C2 4.419 1.548 5.642
C3 7.705 2.211 -4.365
C4 5.018 2.638 6.478
C5 -6.766 -3.716 -0.364
C6 -8.103 -4.122 -1.056
C7 5.495 1.735 -3.877
C8 -2.492 -0.701 -7.534
C9 7.403 0.862 -4.933
C10 0.846 -5.399 4.805
C11 -3.715 1.073 -8.571
C12 -5.512 3.881 6.181
C13 0.811 8.009 1.293
C14 -0.225 7.103 0.780
C15 -4.720 2.889 6.976
C16 -3.595 -0.449 -8.538
C17 5.769 3.475 5.418
C18 -1.356 8.981 1.584
C19 5.961 0.822 -4.958
C20 -4.120 2.465 4.825
C21 2.185 -6.139 4.972
C22 -5.323 3.361 4.716
C23 2.459 -7.612 -3.337
C24 1.678 -5.415 -3.181
C25 1.209 -7.414 -4.256
C26 2.467 -6.429 -2.381
C27 1.325 -4.415 3.736
C28 4.274 2.208 4.308
C29 3.333 -5.216 4.591
C30 -2.327 0.569 -6.817
C31 -6.058 -2.978 -1.443
C32 -8.152 -3.254 -2.296
H1 6.735 2.981 5.312
H2 4.094 -5.868 4.160
H3 5.455 1.233 -5.831
H4 7.573 2.958 -5.148
H5 7.709 0.921 -5.977
H6 -5.164 4.232 4.079
H7 -4.501 -0.906 -8.141
H8 -3.401 -0.857 -9.530
H9 0.186 10.012 0.551
H10 5.533 -0.179 -4.905
H11 5.812 4.531 5.686
H12 -6.116 -4.519 -0.016
H13 -4.107 3.495 7.644
H14 -8.050 -5.195 -1.241
H15 5.739 2.253 7.199
H16 -5.125 4.888 6.334
H17 3.692 -4.751 5.509
H18 -8.625 -3.861 -3.068
H19 5.203 0.829 5.407
H20 -4.761 1.337 -8.725
H21 -1.537 8.885 2.655
H22 1.108 7.698 2.294
H23 -2.747 -1.489 -6.825
H24 2.204 -6.943 4.236
H25 3.535 1.042 6.029
H26 2.237 -6.692 5.910
H27 -3.079 1.480 -9.357
H28 0.415 -7.975 -3.763
H29 3.304 -7.555 -4.023
H30 1.519 -7.805 -5.225
H31 -6.127 2.736 4.327
H32 -6.880 -3.101 0.528
H33 7.848 -0.016 -4.465
H34 -8.942 -4.077 -0.362
H35 0.548 9.928 2.284
H36 -6.561 3.857 6.477
H37 2.098 -6.658 -1.381
H38 8.664 2.295 -3.854
H39 -5.234 2.178 7.622
H40 1.690 8.018 0.649
H41 0.071 -6.058 4.414
H42 -1.505 -0.934 -7.934
H43 0.512 -4.926 5.729
H44 2.315 -8.525 -2.760
H45 3.492 -6.099 -2.213
H46 -2.070 9.691 1.168
H47 -8.724 -2.369 -2.018
H48 4.249 3.283 6.901

Its total energy is -3128.9659 a.u. The highest occupied orbital energy is -13.267 eV. The LUMO energy is -9.52 eV. As for the energy above the lowest of the compared OMol25 structures with the same formula, charge and spin: 317.84 kcal/mol. The value obtained for the HOMO-LUMO gap is 3.75 eV. Its net charge is +2. The molar mass is 728.80 u.

---

5.
Entry from the OMol25 dataset: a cluster of 8 separate species, C32H48O16 in total (ωB97M-V/def2-TZVPD).

Geometry (Å):
O1 12.946 0.406 -23.118
O2 4.566 -11.717 -23.736
O3 12.744 -5.686 -29.523
O4 14.572 -5.413 -28.282
O5 12.200 -13.573 -28.648
O6 17.500 -0.511 -19.803
O7 6.664 -11.732 -24.064
O8 11.194 -6.265 -19.691
O9 13.991 -4.735 -11.431
O10 11.650 1.597 -21.689
O11 18.196 -2.531 -20.452
O12 11.843 -5.419 -17.790
O13 11.597 -13.664 -26.556
O14 15.608 -6.190 -12.244
O15 8.354 -13.270 -17.360
O16 8.738 -11.491 -16.083
C1 12.987 -7.404 -18.739
C2 5.351 -13.690 -24.756
C3 12.060 -1.681 -23.060
C4 11.005 -0.775 -22.473
C5 14.418 -7.169 -26.828
C6 12.870 -7.882 -20.152
C7 12.095 -6.186 -18.648
C8 12.062 -13.921 -25.250
C9 12.435 -13.912 -27.483
C10 8.167 -10.328 -15.568
C11 17.801 -2.116 -18.010
C12 13.311 -14.880 -25.415
C13 13.664 -14.666 -26.867
C14 5.638 -12.326 -24.165
C15 11.445 -7.451 -20.578
C16 13.483 -6.136 -28.662
C17 17.180 0.192 -18.602
C18 13.034 -0.843 -23.777
C19 6.875 -11.360 -17.478
C20 17.893 -1.815 -19.507
C21 13.445 -7.135 -11.570
C22 7.132 -10.060 -16.738
C23 12.572 -6.440 -10.482
C24 13.302 -7.414 -27.857
C25 11.875 0.517 -22.326
C26 12.785 -4.927 -10.705
C27 16.801 -1.018 -17.606
C28 3.775 -13.487 -24.957
C29 15.406 -6.144 -27.389
C30 3.407 -12.429 -23.964
C31 14.463 -5.995 -11.892
C32 8.023 -12.190 -16.966
H1 14.035 -1.251 -23.638
H2 12.636 -8.160 -18.036
H3 12.727 -0.760 -24.819
H4 6.884 -11.126 -18.543
H5 12.012 -4.572 -11.385
H6 8.981 -9.614 -15.692
H7 13.675 -15.558 -27.493
H8 5.898 -11.792 -17.259
H9 13.880 -6.726 -25.990
H10 11.539 -6.736 -10.665
H11 16.404 0.943 -18.752
H12 14.515 -14.036 -27.124
H13 14.909 -8.043 -26.402
H14 13.029 -15.911 -25.203
H15 11.282 -7.258 -21.639
H16 15.935 -5.564 -26.633
H17 13.946 -7.159 -18.282
H18 18.112 0.699 -18.351
H19 12.330 -7.425 -27.363
H20 14.155 -14.643 -24.767
H21 13.597 -7.518 -20.877
H22 7.502 -9.318 -17.446
H23 12.440 -13.034 -24.742
H24 17.247 -3.048 -17.893
H25 16.972 -0.814 -16.549
H26 12.540 -2.036 -22.148
H27 12.895 -6.683 -9.469
H28 6.331 -9.478 -16.281
H29 12.813 -4.344 -9.784
H30 16.270 -6.569 -27.899
H31 13.594 -8.246 -28.498
H32 12.822 -8.965 -20.263
H33 10.684 -1.158 -21.504
H34 11.580 -2.401 -23.724
H35 3.005 -12.859 -23.047
H36 2.690 -11.675 -24.289
H37 3.525 -13.104 -25.947
H38 3.432 -14.521 -24.926
H39 13.877 -8.000 -11.067
H40 10.729 -8.205 -20.251
H41 12.868 -7.326 -12.475
H42 11.340 -14.415 -24.600
H43 18.777 -2.033 -17.532
H44 10.191 -0.325 -23.041
H45 5.872 -13.751 -25.712
H46 15.730 -1.212 -17.678
H47 7.830 -10.318 -14.532
H48 5.687 -14.559 -24.190

Its total energy is -2451.8922 a.u. The highest occupied orbital energy is -9.824 eV. The LUMO energy is -0.10 eV. As for the energy above the lowest of the compared OMol25 structures with the same formula, charge and spin: 113.61 kcal/mol. The value obtained for the HOMO-LUMO gap is 9.72 eV. Its net charge is 0. As for the structure (SMILES): O=C1CCCO1.O=C1CCCO1.O=C1CCCO1.O=C1CCCO1.O=C1CCCO1.O=C1CCCO1.O=C1CCCO1.O=C1CCCO1. The molar mass is 688.72 u.

---

- Among the records above, which one has the lowest molar mass?
  C32H48O16